Density functional theory data (wB97M-V/def2-TZVPD) for a single C21H24N2O3S molecule.

Last column: natural (NBO) charge in e.
Positions of all 51 atoms, in Å:
C (-4.2029, -0.6860, 2.1841)  -0.613
C (-4.1168, -0.7382, 0.6630)  -0.213
N (-2.7506, -0.5714, 0.2138)  -0.737
C (-2.0675, 0.6541, 0.4236)  0.195
C (-1.0261, 0.6313, 1.3470)  -0.216
C (-0.2483, 1.7503, 1.5725)  -0.223
C (-0.5166, 2.9151, 0.8744)  -0.208
C (-1.5602, 2.9464, -0.0315)  -0.208
C (-2.3517, 1.8292, -0.2788)  -0.031
C (-3.4583, 1.9110, -1.2840)  -0.660
S (-2.2586, -1.4910, -1.0951)  2.332
O (-2.7184, -0.9349, -2.3411)  -0.950
O (-2.6302, -2.8458, -0.8119)  -0.940
C (-0.4976, -1.2653, -0.9639)  -0.372
C (0.2346, -2.0844, -0.1314)  -0.166
C (1.5694, -1.8081, 0.1194)  -0.057
C (2.1513, -0.6729, -0.4616)  0.251
C (1.4105, 0.1210, -1.3500)  -0.073
C (0.0858, -0.1834, -1.5945)  -0.111
C (2.0930, 1.2948, -1.9832)  -0.418
C (2.9938, 1.9417, -0.9413)  -0.491
C (3.9684, 0.9337, -0.3744)  0.694
O (5.1104, 1.2078, -0.0728)  -0.596
N (3.4675, -0.3260, -0.1755)  -0.460
C (4.3577, -1.2617, 0.5017)  -0.209
C (3.8355, -2.6848, 0.4346)  -0.404
C (2.4092, -2.7100, 0.9745)  -0.422
H (-3.8741, 0.2849, 2.5486)  0.209
H (-5.2294, -0.8520, 2.5000)  0.216
H (-3.5708, -1.4542, 2.6207)  0.212
H (-4.7828, 0.0157, 0.2248)  0.182
H (-4.4193, -1.7219, 0.2992)  0.232
H (-0.8341, -0.2880, 1.8785)  0.224
H (0.5592, 1.7138, 2.2887)  0.216
H (0.0826, 3.7992, 1.0368)  0.215
H (-1.7666, 3.8593, -0.5722)  0.211
H (-3.2932, 2.7467, -1.9606)  0.217
H (-4.4147, 2.0695, -0.7843)  0.218
H (-3.5182, 0.9922, -1.8632)  0.260
H (-0.2521, -2.9353, 0.3187)  0.241
H (-0.5083, 0.4136, -2.2675)  0.233
H (1.3567, 2.0070, -2.3553)  0.227
H (2.6957, 0.9557, -2.8322)  0.219
H (3.5638, 2.7746, -1.3529)  0.242
H (2.3853, 2.3180, -0.1130)  0.232
H (4.4678, -0.9474, 1.5466)  0.197
H (5.3408, -1.1738, 0.0302)  0.233
H (3.8370, -3.0352, -0.5992)  0.208
H (4.4877, -3.3334, 1.0192)  0.223
H (2.4031, -2.3609, 2.0112)  0.213
H (2.0004, -3.7206, 0.9597)  0.224

- LUMO level (eV) = 0.6
- spin multiplicity = 1
- SMILES string = CCN(c1ccccc1C)S(=O)(=O)c1cc2c3c(c1)CCC(=O)N3CCC2
- orbital gap (eV) = 9.16

=====

Density functional theory data (wB97M-V/def2-TZVPD) for a single C4H6O2 molecule.

Last column: natural (NBO) charge in e.
Positions of all 12 atoms, in Å:
C (-0.9150, 0.9128, 0.4657)  -0.101
O (-1.4644, 0.2477, -0.6560)  -0.524
C (-0.6720, -0.9290, -0.5361)  -0.190
C (0.3826, 0.2078, 0.3645)  0.261
C (1.7028, 0.0764, -0.2094)  -0.205
O (1.3535, -0.1263, 1.2346)  -0.458
H (-0.9486, 1.9951, 0.3698)  0.197
H (-1.3904, 0.5815, 1.4035)  0.179
H (-1.0953, -1.6815, 0.1408)  0.161
H (-0.6321, -1.4180, -1.5535)  0.196
H (1.1765, -0.7870, -0.7503)  0.263
H (2.4510, 0.8735, -0.3215)  0.222

- LUMO level (eV) = 1.0
- spin multiplicity = 1
- SMILES string = C1OCC12CO2
- orbital gap (eV) = 10.29

=====

Density functional theory data (wB97M-V/def2-TZVPD) for a molecular structure, C46H55Ge2N2O2PReS2Te.

Last column: Mulliken spin population.
Positions of all 112 atoms, in Å:
Re (-0.0489, 0.4859, 0.9728)  0.676
O (0.8064, -1.4906, 1.5660)  0.050
S (1.3651, -1.2349, 0.0512)  0.080
N (-0.0912, -0.7407, -0.5925)  0.034
C (6.7997, 0.1190, -7.0454)  0.000
C (5.8913, 0.5237, -5.9407)  0.000
O (4.9709, 1.3190, -6.2469)  0.000
C (5.8019, -0.1780, -4.5765)  0.000
C (4.8616, 0.3083, -3.6409)  0.001
C (5.0041, -0.0743, -2.3306)  -0.011
C (5.8575, -1.2358, -2.0456)  0.000
C (6.4576, -1.8507, -3.0634)  0.000
C (6.5709, -1.2511, -4.3310)  0.000
H (6.2370, -0.7040, -7.5871)  0.000
H (7.7439, -0.3458, -6.6926)  0.000
H (6.9999, 1.0555, -7.5823)  0.000
H (4.2730, 1.0923, -3.9685)  0.000
H (4.5326, 0.4372, -1.4632)  0.010
H (6.1316, -1.4584, -1.0195)  0.000
H (6.9429, -2.7988, -3.0067)  0.000
H (7.2967, -1.6822, -5.0373)  0.000
C (-2.1469, -2.8219, 2.5791)  0.004
Ge (-2.7672, -3.3087, 0.7227)  0.004
C (-4.4255, -2.6373, 0.0713)  0.000
C (-2.8217, -5.2488, 0.4779)  0.000
Ge (-1.0018, -2.4452, -0.7496)  0.015
C (0.6856, -3.5498, -0.9119)  -0.005
C (1.2803, -4.1546, 0.2316)  0.010
C (2.2828, -5.0639, 0.1146)  -0.003
C (2.7245, -5.4066, -1.1694)  0.003
C (2.2585, -4.7337, -2.2804)  -0.001
C (1.2141, -3.8202, -2.1677)  0.001
C (-1.4942, -2.3565, -2.6896)  -0.003
C (-2.4480, -3.1959, -3.2943)  -0.004
C (-2.7361, -3.1703, -4.6540)  0.000
C (-2.0916, -2.2858, -5.4947)  0.000
C (-1.1532, -1.4151, -4.9048)  0.000
C (-0.9242, -1.3420, -3.5407)  0.008
H (-1.1538, -2.3887, 2.3715)  0.005
H (-2.2264, -3.7737, 3.1376)  0.001
H (-2.8320, -2.1213, 3.0776)  -0.002
H (-5.1795, -3.4311, 0.2839)  0.000
H (-4.4515, -2.4211, -0.9874)  0.000
H (-4.7091, -1.7560, 0.6222)  -0.001
H (-3.8457, -5.7079, 0.1492)  0.000
H (-2.5322, -5.8830, 1.3033)  0.000
H (-2.1157, -5.6177, -0.3211)  0.000
H (0.9390, -3.8834, 1.2323)  0.001
H (2.6295, -5.6341, 1.0154)  0.000
H (3.6240, -6.0584, -1.2780)  0.000
H (2.8661, -4.8237, -3.1641)  0.000
H (0.7893, -3.3766, -3.0413)  0.000
H (-2.8819, -4.0307, -2.7702)  0.000
H (-3.4304, -3.9078, -4.9948)  0.000
H (-2.4528, -2.3100, -6.5224)  0.000
H (-0.4691, -0.7741, -5.4574)  0.000
H (-0.3187, -0.6136, -3.1148)  -0.003
Te (2.4498, 1.1325, 1.8736)  0.721
C (2.3419, 2.8345, 3.0403)  -0.065
C (3.1577, 3.8872, 2.7449)  0.066
C (2.8631, 5.0509, 3.5489)  -0.010
C (1.7622, 4.9450, 4.3002)  0.039
S (1.0803, 3.3057, 4.2610)  -0.001
H (3.9708, 3.8318, 2.0948)  -0.010
H (3.4512, 5.9526, 3.3190)  0.000
H (1.2948, 5.6950, 4.9026)  0.002
N (-1.0807, 0.8389, 2.4231)  -0.115
C (-1.6916, 0.9417, 3.5775)  0.021
C (-2.6984, 2.0439, 3.6918)  0.055
C (-2.7412, 2.7996, 4.9197)  0.042
C (-3.7619, 3.7163, 5.1023)  -0.021
C (-4.9101, 3.7068, 4.2234)  0.035
C (-4.8763, 2.9328, 3.0811)  -0.022
C (-3.7975, 2.0498, 2.7833)  0.072
C (-1.3067, 0.0711, 4.6222)  0.070
C (-2.1351, -0.0945, 5.7469)  0.082
C (-1.9404, -1.1979, 6.5747)  -0.038
C (-0.7960, -1.9115, 6.5638)  0.077
C (0.0274, -1.8126, 5.4052)  -0.046
C (-0.2236, -0.8124, 4.5074)  0.032
H (-1.8080, 2.9120, 5.4778)  -0.003
H (-3.6519, 4.4343, 5.9203)  0.000
H (-5.8316, 4.2089, 4.4117)  0.002
H (-5.6890, 3.1250, 2.3286)  0.000
H (-3.8767, 1.3776, 1.9026)  0.015
H (-3.0320, 0.4595, 5.8055)  0.007
H (-2.6669, -1.3382, 7.3959)  0.000
H (-0.6104, -2.6309, 7.3833)  0.003
H (0.9268, -2.4567, 5.3605)  0.001
H (0.3897, -0.6799, 3.6191)  0.061
C (-0.1005, 3.1694, -3.1817)  0.000
C (0.3146, 2.3016, -1.9466)  -0.032
P (-0.7209, 2.4002, -0.3781)  0.076
C (-0.4911, 4.0630, 0.2480)  0.012
C (-1.5002, 4.7815, 1.1073)  -0.003
C (-2.5283, 2.4266, -0.8211)  -0.022
C (-3.1279, 3.6337, -1.4983)  0.002
H (-1.0220, 2.8721, -3.7271)  0.000
H (0.7475, 3.1385, -3.8836)  0.000
H (-0.1449, 4.2274, -2.7658)  0.000
H (1.4271, 2.5702, -1.7509)  -0.005
H (0.2515, 1.2358, -2.1805)  0.013
H (-0.4091, 4.5548, -0.7096)  0.002
H (0.5571, 4.1453, 0.7033)  0.000
H (-1.7205, 4.2428, 2.0594)  0.002
H (-2.4237, 4.9271, 0.5318)  0.000
H (-1.0715, 5.6858, 1.3967)  0.000
H (-3.0381, 2.2087, 0.1121)  0.008
H (-2.6520, 1.5573, -1.4561)  0.002
H (-2.5433, 3.8541, -2.4140)  0.000
H (-3.3278, 4.5162, -0.8178)  -0.001
H (-4.1552, 3.3426, -1.8417)  0.000

- LUMO level (spin up / spin down) (eV) = -3.1 / -4.8
- total charge = +1
- spin multiplicity = 3
- orbital gap (spin up / spin down) (eV) = 6.26 / 5.49

=====

Density functional theory data (wB97M-V/def2-TZVPD) for a single C2H3FNP molecule.

Last column: natural (NBO) charge in e.
Positions of all 8 atoms, in Å:
C (-0.8357, -0.2253, 0.1788)  0.664
C (0.0247, 0.7660, -0.1855)  -0.892
N (-1.6825, -1.0843, 0.2322)  -0.562
F (2.1246, -1.0109, -0.3786)  -0.634
P (2.1098, 0.5806, 0.2612)  0.344
H (0.2219, 0.9573, -1.2185)  0.330
H (-0.1117, 1.8513, 0.2456)  0.309
H (-1.8510, -1.8347, 0.8649)  0.440

- LUMO level (eV) = -0.7
- spin multiplicity = 1
- orbital gap (eV) = 5.62

=====

Values for E_tot, hartree, ordered as above
-1548.08855, -306.29387, -7683.29655, -573.84831
Values for relative energy (zero: lowest compared OMol25 entry of this formula, charge and spin), eV, ordered as above
0.268, 5.780, 0.000, 2.304